(1)
19
Properties=species:S:1:pos:R:3 method="wB97M-V/def2-TZVPD" homo_lumo_gap_ev=9.920
H -0.294 2.121 2.102
O 3.059 -3.564 -5.738
N 1.118 2.728 0.574
H 1.235 0.607 1.899
H -0.654 1.631 0.475
H -0.369 -2.915 1.910
H -6.568 -0.199 -2.142
C 2.074 2.255 1.241
N 2.084 1.124 2.095
H -0.916 3.309 1.002
H 2.304 -3.810 -5.181
H 3.084 2.602 1.033
H 3.413 -2.895 -5.140
O -0.706 -2.546 2.711
H -5.084 -0.669 -1.899
C -0.235 2.469 1.061
O -5.857 -0.758 -2.467
H -0.021 -2.580 3.403
H 2.332 1.089 3.063

---

(2)
19
Properties=species:S:1:pos:R:3 method="wB97M-V/def2-TZVPD" homo_lumo_gap_ev=9.885 smiles="[H]/N=C/NC.O.O.O"
O 2.282 -1.380 2.042
H -2.043 -2.244 -0.240
H 1.758 -1.969 2.578
H 2.051 -1.511 1.118
N -0.610 2.334 0.763
C 0.344 2.087 -0.171
H -0.093 -1.021 -1.928
H 0.228 -0.605 -3.271
H -0.325 0.501 1.654
H 1.241 0.895 -1.355
O -0.143 -1.381 -2.828
H -1.837 0.624 0.758
H 1.084 2.869 -0.369
O -1.097 -2.463 -0.259
N 0.412 0.980 -0.781
H -0.932 -3.120 -0.963
C -1.178 1.152 1.436
H -0.938 3.185 1.156
H -1.572 1.335 2.430

---

(2) ends up most stable, edging out the next structure by 14.2 kcal/mol.

---

(1)
19
Properties=species:S:1:pos:R:3 method="wB97M-V/def2-TZVPD" homo_lumo_gap_ev=9.294
N 1.828 0.077 -0.350
O -3.013 -2.370 3.339
H 0.788 -2.823 -1.561
H 3.247 1.628 0.199
H 3.135 2.493 -2.114
C 2.471 1.182 -0.439
H 2.107 -3.509 -1.084
H 1.609 1.505 -2.484
H 0.775 -0.269 -2.283
H -2.966 3.401 0.873
O 1.131 -3.613 -1.160
C 0.513 -0.024 -1.226
O -3.841 3.160 1.198
H -3.436 -1.603 3.025
H -3.951 3.541 2.098
H 0.158 1.036 -1.127
H -0.295 -0.579 -0.665
N 2.372 1.873 -1.717
H -2.696 -2.829 2.575

---

(2)
19
Properties=species:S:1:pos:R:3 method="wB97M-V/def2-TZVPD" homo_lumo_gap_ev=8.766
C -0.340 -0.797 1.769
H -0.759 2.614 -0.664
C -2.014 -0.836 0.048
H -3.049 -1.146 -0.124
H -0.432 -0.959 -1.098
O 3.378 -0.331 0.779
H 3.075 0.549 1.013
O -1.146 2.051 0.012
H -1.330 1.182 -0.388
O 1.520 0.584 -1.856
H 2.764 -0.692 0.132
H -0.428 -0.846 2.859
H 1.245 1.288 -2.455
H -0.203 0.267 1.561
H 1.937 1.108 -1.162
N -1.352 -0.567 -1.214
H 0.634 -1.287 1.625
N -1.470 -1.352 1.069
H -2.028 -0.831 -1.908

---

(2) ends up most stable, edging out the next structure by 11.2 kcal/mol.

---

(1)
10
Properties=species:S:1:pos:R:3 method="wB97M-V/def2-TZVPD" homo_lumo_gap_ev=8.870 total_charge=-1
H 1.473 1.245 -1.372
O 1.950 -0.444 -2.355
C 1.422 0.144 -1.418
C -1.540 0.129 1.483
H -2.031 -0.316 0.546
H 0.044 0.309 0.119
O -0.772 1.104 1.254
H 0.610 -1.352 -0.348
O -1.825 -0.467 2.522
N 0.669 -0.351 -0.431

---

(2)
10
Properties=species:S:1:pos:R:3 method="wB97M-V/def2-TZVPD" homo_lumo_gap_ev=9.003 total_charge=-1
O 1.086 -0.969 0.944
O 0.865 1.018 1.958
H 1.167 -0.711 2.917
C -1.300 -0.047 -1.406
N 0.016 0.210 -1.349
C 1.079 -0.194 1.934
O -2.113 0.464 -2.157
H 0.303 1.115 -1.701
H 0.481 -0.061 -0.453
H -1.584 -0.826 -0.687

---

(2) ends up most stable, edging out the next structure by 4.7 kcal/mol.

---

(1)
108
Properties=species:S:1:pos:R:3 method="wB97M-V/def2-TZVPD" homo_lumo_gap_ev=8.806
O -9.100 -8.542 -7.846
O -7.706 -5.829 -3.660
C -8.074 -8.130 -11.209
O -2.655 -8.909 -5.833
O -5.761 -1.539 -6.245
C -3.183 -11.223 -7.924
C -5.180 -9.403 -3.571
H -7.337 -5.155 -7.641
H -6.307 -9.048 -10.023
H -7.800 -6.994 -9.753
C -5.113 -7.113 -7.677
H -2.540 -5.573 -4.824
H -4.099 -9.822 -9.022
O -0.457 -6.479 -8.512
C -6.387 -10.295 -6.781
H -6.197 -7.259 -7.725
H -4.656 -10.367 -3.510
C -7.850 -5.011 -8.601
H -7.073 -11.038 -9.667
H -7.013 -6.272 -3.148
C -2.400 -3.694 -10.137
H -5.176 -1.323 -5.463
H -9.370 -6.047 -8.048
H -6.988 -3.160 -6.853
H -6.974 -6.976 -5.201
O -3.145 -3.320 -7.094
H -8.156 -3.952 -8.474
H -4.660 -7.708 -8.487
H -3.366 -11.951 -8.707
H -1.334 -6.174 -6.783
C -2.315 -2.340 -6.578
H -8.263 -8.657 -7.352
H -9.006 -10.000 -9.393
H -8.338 -7.704 -4.452
H -2.393 -9.637 -3.946
H -3.183 -3.949 -6.330
H -3.277 -6.947 -9.835
H -2.095 -11.341 -7.679
H -3.260 -10.703 -4.966
H -10.404 -10.050 -8.401
H -2.266 -5.501 -8.144
H -1.853 -2.806 -5.712
H -4.223 -6.590 -4.126
O -2.454 -7.047 -11.699
C -4.366 -5.597 -4.534
H -5.619 -11.909 -9.733
H -1.475 -10.376 -5.130
O -6.535 -9.286 -3.490
H -4.845 -7.536 -6.710
H -9.116 -8.434 -11.059
H -6.723 -9.477 -2.567
H -4.141 -5.547 -7.236
H -3.790 -8.314 -10.745
H -5.004 -4.466 -13.331
H -4.796 -8.853 -4.436
H -6.311 -11.186 -11.248
H -2.854 -9.251 -6.725
H -7.068 -5.171 -9.292
H -2.312 -6.145 -11.458
H -8.117 -7.293 -11.906
O -1.389 -4.679 -10.456
C -9.392 -9.821 -8.400
H -2.892 -1.516 -6.275
H 0.014 -7.255 -8.185
H -5.611 -2.424 -10.661
H -6.103 -3.314 -5.244
H -8.560 -6.316 -5.519
H -2.208 -8.340 -10.064
H -4.666 -4.886 -3.783
H -5.390 -10.463 -6.328
O -4.534 -1.909 -9.062
O -4.767 -5.735 -7.896
C -5.594 -2.576 -9.634
H -4.835 -5.623 -10.607
C -7.896 -6.734 -4.776
O -7.084 -9.317 -5.971
O -3.554 -9.883 -8.202
O -4.460 -4.668 -12.524
H -5.518 -3.581 -9.388
H -6.902 -9.427 -5.047
H -1.598 -2.189 -7.319
H -4.738 -8.764 -2.865
O -5.569 -9.723 -9.970
H -8.990 -10.519 -7.702
H -2.074 -2.932 -9.436
O -7.393 -7.843 -10.052
H -5.325 -3.498 -6.780
H -2.512 -3.188 -11.088
H -6.665 -11.316 -6.754
H -6.145 -4.761 -11.381
H -7.656 -8.962 -11.728
C -6.099 -2.928 -6.264
O -3.330 -5.275 -5.307
C -1.643 -6.315 -7.816
O -8.894 -5.912 -8.883
H -3.336 -4.130 -9.812
H -1.088 -4.958 -9.564
C -2.898 -7.712 -10.551
H -5.635 -6.264 -12.015
H -2.214 -7.303 -7.766
H -6.495 -2.152 -9.237
H -4.410 -2.489 -8.250
H -3.649 -11.623 -7.056
H -6.333 -9.936 -7.808
H -5.227 -5.610 -5.257
C -5.280 -5.316 -11.555
C -2.445 -9.935 -4.966
C -6.143 -10.993 -10.180

---

(2)
108
Properties=species:S:1:pos:R:3 method="wB97M-V/def2-TZVPD" homo_lumo_gap_ev=9.275
H 7.506 -0.295 16.747
H 3.933 0.015 22.770
H 6.620 4.880 24.054
C 6.163 -2.279 23.302
H 4.161 6.450 18.844
C 4.019 6.062 17.835
H 6.922 -1.821 23.936
H 5.869 1.395 15.990
C 3.234 4.455 23.092
H 6.870 8.588 17.800
H 9.453 1.458 21.884
H 10.296 2.934 19.966
H 5.594 2.229 23.587
H 4.075 6.019 14.705
H 4.104 1.548 21.872
H 9.805 1.663 18.897
H 8.828 7.322 16.845
H 9.992 3.048 17.313
H 6.132 -3.276 23.741
H 8.471 9.026 16.349
H 7.796 -0.896 21.570
O 12.526 4.677 23.214
H 1.402 2.559 20.654
H 4.578 6.623 13.143
C 10.591 2.399 19.064
O 6.575 -2.344 21.936
O 3.252 5.317 21.947
H 4.170 4.377 23.645
O 8.396 -0.195 21.305
H 8.676 3.565 14.324
O 7.107 3.367 22.897
H 8.735 6.554 20.118
H 2.521 -2.405 19.296
O 5.178 5.540 17.256
H 2.228 3.931 16.434
H 0.998 3.800 15.146
H 8.030 1.046 22.950
O 3.002 -1.447 17.437
H 3.054 3.430 22.768
H 2.901 -0.751 19.422
H 10.576 4.280 23.809
H 4.474 2.356 15.627
C 7.271 4.011 24.147
H 0.741 4.498 17.886
C 8.012 5.740 20.166
H 5.413 8.044 15.428
H 5.546 0.551 22.167
H 5.783 6.297 14.395
H 6.939 3.202 19.520
H 10.822 4.468 22.094
H 8.270 4.435 15.826
H 1.226 2.521 16.372
H 8.427 -0.611 19.451
H 5.767 6.273 17.065
O 5.238 3.108 18.434
O 8.490 4.724 21.015
C 4.585 0.865 22.572
H 4.487 1.641 17.571
C 1.533 2.952 19.645
H 7.618 3.828 22.228
H 3.276 5.272 17.940
H 8.273 4.405 24.316
H 5.298 3.988 18.053
H 9.526 0.064 22.929
H 6.328 -3.215 21.615
O 10.655 3.315 17.954
C 8.846 0.671 22.332
C 1.219 3.596 16.194
H 3.536 6.813 17.211
H 9.045 5.112 21.695
H 2.193 4.695 20.266
H 2.384 4.689 23.734
C 3.192 -1.653 18.882
C 4.796 1.331 15.811
H 7.064 6.197 20.449
H 6.986 3.458 25.042
C 5.885 2.982 19.692
C 11.267 4.050 22.998
C 8.098 8.003 16.408
H 11.377 2.969 22.908
H 5.879 2.015 20.194
H 9.242 1.883 15.314
H 7.964 7.779 15.350
O 6.791 7.994 17.050
C 8.216 3.478 15.308
H 4.216 -1.870 19.185
O 8.959 2.531 15.963
H 6.480 -0.495 18.230
H 7.938 5.367 19.145
O 1.562 4.385 19.612
O 0.341 4.327 17.030
O 4.077 1.012 16.973
H 13.074 4.456 22.457
O 4.822 7.998 14.673
H 7.189 3.136 15.177
O 4.941 1.554 23.786
H 11.502 1.844 19.285
H 3.013 6.213 22.198
H 7.579 0.837 18.100
H 4.441 0.814 14.919
H 5.165 -1.862 23.441
H 2.477 2.560 19.267
H 3.474 -0.654 17.171
O 8.517 -0.899 18.539
C 4.781 6.687 14.212
C 7.455 -0.212 17.833
H 0.654 2.545 19.147
H 5.497 3.676 20.438

---

(2) ends up most stable, edging out the next structure by 57.5 kcal/mol.